[1]
{"formula": "C5H8S", "method": "wB97M-V/def2-TZVPD", "symbols": ["C", "C", "C", "C", "C", "S", "H", "H", "H", "H", "H", "H", "H", "H"], "coordinates": [[-1.205, -0.118, -0.529], [-1.591, -1.265, -0.962], [0.175, -0.147, 0.126], [0.213, 0.268, 1.560], [1.256, 0.575, -0.684], [0.376, -2.017, 0.043], [-1.886, 0.736, -0.632], [-2.246, -1.453, -1.787], [1.192, -0.172, 2.005], [-0.789, -0.051, 2.041], [-0.005, 1.316, 1.475], [0.925, 1.521, -0.776], [1.344, 0.053, -1.662], [2.239, 0.755, -0.219]], "gap_ev": 8.17, "total_charge": 0, "homo_ev": -8.6, "e_above_lowest_kcal_mol": 83.4}

---

[2]
{"formula": "C5H8S", "method": "wB97M-V/def2-TZVPD", "symbols": ["C", "C", "C", "S", "C", "C", "H", "H", "H", "H", "H", "H", "H", "H"], "coordinates": [[-0.111, 0.664, -1.759], [-0.269, -0.399, -0.752], [-0.343, -1.704, -0.558], [-0.643, -1.851, 1.198], [-0.341, -0.037, 0.802], [0.751, 0.456, 1.725], [0.257, 1.559, -1.259], [-1.142, 1.089, -2.181], [0.464, 0.413, -2.695], [-0.618, -2.476, -1.348], [-1.282, 0.483, 0.986], [1.663, -0.148, 1.736], [0.451, 0.602, 2.727], [1.165, 1.350, 1.379]], "gap_ev": 9.03, "total_charge": 0, "homo_ev": -8.1, "e_above_lowest_kcal_mol": 39.4, "smiles": "CC1=CS[C@H]1C"}

---

[3]
{"formula": "C5H8S", "method": "wB97M-V/def2-TZVPD", "symbols": ["C", "C", "C", "C", "C", "S", "H", "H", "H", "H", "H", "H", "H", "H"], "coordinates": [[-0.717, -0.169, -0.491], [1.853, 0.917, -0.398], [1.832, -0.027, 0.836], [0.931, -0.166, -0.321], [-2.730, -0.368, 0.301], [0.227, -1.591, -1.122], [-0.984, 0.396, -1.359], [1.261, 1.929, -0.246], [2.788, 0.876, -0.855], [2.606, -0.885, 0.924], [1.413, 0.355, 1.783], [-2.626, 0.113, 1.284], [-2.763, -1.466, 0.245], [-3.093, 0.087, -0.579]], "gap_ev": 8.77, "total_charge": 0, "homo_ev": -8.2, "e_above_lowest_kcal_mol": 121.7}

---

[4]
{"formula": "C5H8S", "method": "wB97M-V/def2-TZVPD", "symbols": ["C", "C", "C", "C", "C", "S", "H", "H", "H", "H", "H", "H", "H", "H"], "coordinates": [[0.834, 1.469, 0.952], [-0.628, 1.753, 0.867], [-0.157, 0.374, 0.904], [-0.532, -0.480, -1.599], [-0.236, -0.914, -0.212], [-1.201, 0.872, 2.245], [1.460, 1.595, 0.138], [1.245, 1.620, 1.873], [-1.305, 2.205, 0.095], [-1.081, -1.266, -2.236], [0.369, -0.321, -2.321], [-0.958, 0.477, -1.559], [0.607, -1.590, -0.019], [-1.106, -1.342, 0.314]], "gap_ev": [5.51, 8.53], "total_charge": 0, "homo_ev": [-4.5, -10.4], "e_above_lowest_kcal_mol": 98.3, "s_squared": 2.006, "spin_multiplicity": 3}

---

[5]
{"formula": "C5H8S2", "method": "wB97M-V/def2-TZVPD", "symbols": ["S", "C", "C", "S", "C", "C", "C", "H", "H", "H", "H", "H", "H", "H", "H"], "coordinates": [[0.394, -2.427, 0.130], [-0.161, -0.647, 0.642], [1.321, 0.158, 0.511], [0.843, 1.820, 0.022], [-0.964, 1.446, -0.055], [-1.977, 0.729, -1.016], [-0.796, 0.025, -0.540], [-1.015, -2.731, 0.578], [-0.716, -0.822, 1.652], [2.089, -0.320, -0.178], [1.818, 0.083, 1.532], [-1.526, 1.426, 0.842], [-2.946, 0.756, -0.672], [-1.929, 0.940, -2.058], [-0.094, 0.110, -1.388]], "gap_ev": 9.39, "total_charge": 0, "homo_ev": -8.8, "e_above_lowest_kcal_mol": 102.9, "smiles": "S[C@H]1CS[C@H]2C[C@@H]21"}

---

[6]
{"formula": "C5H9AuMgO4", "method": "wB97M-V/def2-TZVPD", "symbols": ["O", "C", "C", "O", "C", "Mg", "H", "H", "H", "H", "H", "H", "H", "O", "C", "C", "O", "Au", "H", "H"], "coordinates": [[-0.299, -1.739, -0.390], [-1.450, -1.553, 0.349], [-1.597, -0.102, 0.779], [-1.254, 0.732, -0.331], [-2.246, 0.831, -1.348], [0.532, 1.810, -0.501], [-1.634, -2.180, 1.242], [-2.301, -1.790, -0.321], [-0.948, 0.155, 1.628], [-2.627, 0.106, 1.110], [-2.040, 1.688, -2.001], [-2.209, -0.068, -1.977], [-3.236, 0.950, -0.884], [3.366, -1.521, 0.374], [4.077, -0.492, 0.617], [3.299, 0.814, 0.465], [1.927, 0.670, 0.221], [1.371, -1.088, -0.146], [3.834, 1.408, -0.303], [3.435, 1.368, 1.416]], "gap_ev": [6.02, 7.25], "total_charge": 1, "homo_ev": [-10.0, -13.5], "e_above_lowest_kcal_mol": 0.0, "s_squared": 3.758, "spin_multiplicity": 4}

---

[7]
{"formula": "C5H9B", "method": "wB97M-V/def2-TZVPD", "symbols": ["B", "C", "C", "C", "C", "C", "H", "H", "H", "H", "H", "H", "H", "H", "H"], "coordinates": [[-0.450, 0.480, -0.155], [1.479, -0.599, 1.032], [0.540, -1.405, 1.322], [1.106, 0.476, 0.061], [-1.105, -0.725, 0.587], [-1.043, 1.318, -1.413], [2.616, -0.607, 1.419], [0.541, -2.397, 1.823], [1.310, 0.131, -0.965], [1.733, 1.351, 0.177], [-1.889, -0.812, 1.311], [-1.340, -1.357, -0.254], [-1.862, 0.619, -1.795], [-0.214, 1.269, -2.127], [-1.425, 2.259, -1.022]], "gap_ev": 10.02, "total_charge": 0, "homo_ev": -9.4, "e_above_lowest_kcal_mol": 41.3}

---

[8]
{"formula": "C5H9Br", "method": "wB97M-V/def2-TZVPD", "symbols": ["Br", "C", "C", "C", "C", "C", "H", "H", "H", "H", "H", "H", "H", "H", "H"], "coordinates": [[-2.261, -0.353, -1.578], [-1.814, 0.899, -0.039], [-0.349, 1.019, -0.020], [0.537, -0.078, 0.670], [0.752, -1.462, 0.070], [1.843, -0.433, -0.113], [-2.328, 0.425, 0.799], [-2.293, 1.718, -0.447], [0.068, 1.167, -0.976], [-0.272, 1.961, 0.552], [0.668, 0.032, 1.803], [0.727, -2.358, 0.812], [0.098, -1.745, -0.761], [1.839, -0.132, -1.105], [2.784, -0.660, 0.332]], "gap_ev": 10.78, "total_charge": 0, "homo_ev": -9.8, "e_above_lowest_kcal_mol": 10.8, "smiles": "BrCCC1CC1"}

---

[9]
{"formula": "C5H9BrN3", "method": "wB97M-V/def2-TZVPD", "symbols": ["C", "C", "N", "C", "N", "N", "C", "C", "Br", "H", "H", "H", "H", "H", "H", "H", "H", "H"], "coordinates": [[-1.136, -1.681, -0.077], [0.146, -0.951, -0.556], [-0.206, 0.286, -1.042], [-0.189, 1.370, -0.250], [-0.443, 2.631, -0.571], [0.096, 1.303, 1.138], [0.767, 0.254, 1.483], [1.208, -0.863, 0.591], [2.823, -0.217, -0.336], [-1.742, -1.052, 0.758], [-0.695, -2.605, 0.364], [-1.850, -1.889, -0.771], [0.510, -1.472, -1.380], [-0.901, 0.267, -1.787], [-0.305, 3.239, 0.236], [-0.476, 2.940, -1.563], [0.920, 0.203, 2.611], [1.473, -1.762, 1.152]], "gap_ev": 9.61, "total_charge": 1, "homo_ev": -14.4, "e_above_lowest_kcal_mol": 0.0, "smiles": "C[C@H]1NC(=[NH2+])N=C[C@@H]1Br"}

---

[10]
{"formula": "C5H9BrN3", "method": "wB97M-V/def2-TZVPD", "symbols": ["C", "C", "C", "C", "C", "N", "N", "N", "Br", "H", "H", "H", "H", "H", "H", "H", "H", "H"], "coordinates": [[-0.941, 1.922, -0.039], [0.352, 1.666, -0.341], [-1.601, 1.195, 0.930], [0.259, -0.247, 1.250], [0.988, 0.491, 0.127], [-1.092, 0.112, 1.451], [0.567, -0.864, -1.461], [0.292, -1.714, 1.067], [2.866, 0.227, 0.156], [-1.412, 2.794, -0.556], [0.888, 2.148, -1.062], [-2.596, 1.601, 1.163], [0.837, -0.044, 2.114], [1.535, -1.036, -2.053], [-0.217, -0.410, -1.893], [-0.580, -2.168, 1.229], [0.962, -2.313, 1.518], [0.310, -1.599, -0.799]], "gap_ev": 8.03, "total_charge": 1, "homo_ev": -13.8, "e_above_lowest_kcal_mol": 55.8}

---

[11]
{"formula": "C5H9BrO2", "method": "wB97M-V/def2-TZVPD", "symbols": ["C", "C", "C", "Br", "C", "O", "C", "O", "H", "H", "H", "H", "H", "H", "H", "H", "H"], "coordinates": [[0.501, 1.442, -0.829], [0.719, 0.315, 0.057], [0.335, 0.482, 1.551], [2.663, -0.035, -0.003], [-0.082, -1.073, -0.584], [0.131, -2.072, 0.400], [-1.522, -0.692, -0.707], [-2.424, -1.153, -0.038], [0.854, 1.129, -1.842], [-0.650, 1.745, -0.960], [0.929, 2.260, -0.352], [0.356, -0.609, 1.896], [1.108, 1.092, 2.178], [-0.563, 1.063, 1.625], [0.086, -1.347, -1.654], [-0.695, -2.366, 0.850], [-1.747, -0.181, -1.588]], "gap_ev": 10.50, "total_charge": 0, "homo_ev": -10.0, "e_above_lowest_kcal_mol": 37.3, "smiles": "CC(C)(Br)[C@@H](O)C=O"}

---

[12]
{"formula": "C5H9CdMgO3", "method": "wB97M-V/def2-TZVPD", "symbols": ["O", "Cd", "C", "C", "O", "C", "C", "O", "C", "Mg", "H", "H", "H", "H", "H", "H", "H", "H", "H"], "coordinates": [[2.748, 0.356, -0.218], [3.697, 1.964, 0.521], [2.449, -2.009, -0.225], [2.110, -0.739, 0.058], [0.846, -0.407, 0.566], [-0.305, -1.114, 0.113], [-1.481, -0.197, 0.346], [-1.156, 1.076, -0.209], [-2.275, 1.947, -0.339], [0.817, 1.764, 0.242], [2.560, -2.313, -1.263], [2.341, -2.771, 0.544], [-0.429, -2.046, 0.679], [-0.201, -1.351, -0.955], [-1.692, -0.078, 1.421], [-2.373, -0.607, -0.149], [-1.900, 2.912, -0.699], [-2.985, 1.532, -1.066], [-2.771, 2.079, 0.634]], "gap_ev": [5.54, 5.96], "total_charge": 0, "homo_ev": [-5.3, -6.6], "e_above_lowest_kcal_mol": 0.0, "s_squared": 0.771, "spin_multiplicity": 2}

---

[13]
{"formula": "C5H9Cl", "method": "wB97M-V/def2-TZVPD", "symbols": ["C", "C", "C", "C", "C", "Cl", "H", "H", "H", "H", "H", "H", "H", "H", "H"], "coordinates": [[1.436, 0.310, -0.905], [0.524, -0.406, -0.281], [0.784, -1.654, 0.604], [-0.819, 0.212, -0.434], [-1.219, 1.392, 0.611], [-2.241, -0.956, -0.497], [2.520, 0.091, -0.849], [1.195, 1.055, -1.707], [0.333, -1.304, 1.529], [1.752, -2.140, 0.494], [0.129, -2.472, 0.157], [-0.643, 0.834, -1.356], [-2.134, 1.813, 0.352], [-0.373, 2.164, 0.556], [-1.245, 1.061, 1.726]], "gap_ev": 10.55, "total_charge": 0, "homo_ev": -9.6, "e_above_lowest_kcal_mol": 32.8, "smiles": "C=C(C)[C@H](C)Cl"}

---

[14]
{"formula": "C5H9Cl2N3", "method": "wB97M-V/def2-TZVPD", "symbols": ["C", "C", "C", "C", "C", "N", "N", "N", "Cl", "Cl", "H", "H", "H", "H", "H", "H", "H", "H", "H"], "coordinates": [[-1.694, -0.620, -0.335], [-0.421, -2.115, -1.835], [0.409, -0.135, 0.978], [0.906, 2.457, 1.025], [1.267, 1.026, 1.227], [-0.839, 0.080, 0.473], [-1.521, -1.513, -1.250], [0.698, -1.701, -1.483], [-0.985, -3.232, -3.026], [0.904, -1.688, 1.285], [-2.758, -0.143, -0.217], [0.783, 2.855, 1.954], [0.065, 2.772, 0.448], [1.772, 2.953, 0.575], [1.342, 0.896, 2.247], [2.200, 0.791, 0.780], [-1.160, 1.118, 0.796], [-2.537, -1.747, -1.747], [1.568, -2.053, -1.895]], "gap_ev": [6.79, 6.24], "total_charge": 2, "homo_ev": [-15.9, -19.8], "s_squared": 2.035, "spin_multiplicity": 3}

---

[15]
{"formula": "C5H9Cl2NS", "method": "wB97M-V/def2-TZVPD", "symbols": ["C", "C", "C", "C", "C", "N", "S", "Cl", "Cl", "H", "H", "H", "H", "H", "H", "H", "H", "H"], "coordinates": [[-2.821, -1.773, 0.066], [1.057, 0.954, -0.216], [1.585, -0.284, -0.090], [1.894, 2.209, -0.385], [0.883, -1.477, 0.141], [-0.327, -1.733, 0.115], [-1.650, -0.679, -0.136], [3.338, -0.524, -0.042], [-1.112, -0.018, -2.292], [-3.744, -1.127, 0.116], [-2.840, -2.785, -0.381], [0.006, 0.971, -0.015], [1.570, 2.960, 0.350], [2.839, 2.005, -0.178], [1.745, 2.649, -1.328], [-1.959, 0.904, 1.882], [1.531, -2.340, 0.441], [-1.993, 0.089, 1.949]], "gap_ev": 8.25, "total_charge": 0, "homo_ev": -9.1, "e_above_lowest_kcal_mol": 84.0}

---

[16]
{"formula": "C5H9Cl3N3", "method": "wB97M-V/def2-TZVPD", "symbols": ["C", "C", "C", "C", "C", "N", "N", "N", "Cl", "Cl", "Cl", "H", "H", "H", "H", "H", "H", "H", "H", "H"], "coordinates": [[1.421, -0.552, 1.004], [-0.607, 0.220, -0.451], [0.693, -2.538, -0.254], [0.554, 2.439, -0.463], [-1.992, -0.095, 0.041], [1.304, 0.750, 1.066], [0.648, -1.298, 0.367], [0.169, 1.242, 0.394], [-1.962, -0.486, 1.735], [-3.003, 1.346, -0.281], [-2.921, -1.426, -0.836], [2.314, -0.940, 1.364], [-0.176, 0.143, -1.475], [0.758, -2.461, -1.420], [1.464, -3.094, 0.277], [-0.264, -3.042, -0.068], [1.235, 2.140, -1.198], [-0.234, 2.834, -1.069], [1.062, 3.288, 0.062], [-0.464, 1.532, 1.204]], "gap_ev": 7.96, "total_charge": 1, "homo_ev": -13.3, "e_above_lowest_kcal_mol": 22.9}

---

[17]
{"formula": "C5H9ClI2O2PTb", "method": "wB97M-V/def2-TZVPD", "symbols": ["I", "I", "Tb", "P", "C", "C", "H", "H", "H", "C", "H", "H", "H", "H", "H", "H", "C", "O", "Cl", "O", "C"], "coordinates": [[3.142, 0.904, -1.102], [2.461, -2.432, -0.033], [1.499, 0.242, 1.728], [-0.674, 0.147, 0.032], [-1.234, -0.255, -1.639], [-1.919, -0.796, 1.004], [-1.112, 2.335, 1.134], [-2.457, 1.742, 0.086], [-0.973, 2.450, -0.644], [-1.370, 1.845, 0.185], [-1.754, -0.726, 2.088], [-2.901, -0.389, 0.738], [-2.306, -0.075, -1.765], [-1.032, -1.312, -1.848], [-1.856, -1.851, 0.704], [-0.689, 0.358, -2.365], [1.476, -0.967, -2.057], [1.452, -1.315, -3.150], [0.930, 1.073, 3.966], [5.162, -0.665, 1.248], [4.156, -0.313, 1.693]], "gap_ev": [7.21, 6.40], "total_charge": 2, "homo_ev": [-17.5, -17.5], "e_above_lowest_kcal_mol": 63.3, "s_squared": 12.905, "spin_multiplicity": 7}

---

[18]
{"formula": "C5H9ClN2", "method": "wB97M-V/def2-TZVPD", "symbols": ["C", "C", "C", "C", "C", "N", "N", "Cl", "H", "H", "H", "H", "H", "H", "H", "H", "H"], "coordinates": [[-0.210, -0.074, 1.383], [0.381, 0.913, 0.595], [-0.447, 0.210, -1.538], [-1.280, -2.169, 1.375], [1.394, 1.777, -1.285], [-0.966, -0.933, 0.831], [0.419, 0.889, -0.764], [-0.122, 0.003, -3.252], [0.171, -0.147, 2.416], [1.134, 1.499, 0.987], [-1.101, -0.366, -0.974], [-0.506, -2.927, 1.017], [-1.265, -2.005, 2.549], [-2.317, -2.664, 1.067], [1.353, 2.690, -0.700], [2.360, 1.321, -1.450], [1.004, 1.984, -2.256]], "gap_ev": [7.54, 7.54], "total_charge": 0, "homo_ev": [-7.1, -7.1], "e_above_lowest_kcal_mol": 85.8}

---

[19]
{"formula": "C5H9ClN3", "method": "wB97M-V/def2-TZVPD", "symbols": ["N", "C", "Cl", "C", "C", "C", "N", "C", "N", "H", "H", "H", "H", "H", "H", "H", "H", "H"], "coordinates": [[1.181, -0.044, -0.874], [1.734, 0.206, 0.376], [2.919, 1.469, 0.423], [1.302, -0.437, 1.475], [0.250, -1.428, 1.505], [-0.899, -1.404, 0.758], [-1.246, -0.474, -0.176], [-0.899, 0.735, -0.371], [-1.743, 1.318, -1.439], [1.888, -0.005, -1.578], [0.749, -0.959, -0.831], [1.945, -0.159, 2.276], [0.521, -2.202, 2.307], [-1.467, -2.254, 0.971], [-0.293, 1.247, 0.343], [-2.624, 0.709, -1.557], [-1.246, 1.419, -2.321], [-2.072, 2.262, -1.287]], "gap_ev": 8.54, "total_charge": 1, "homo_ev": -12.3, "e_above_lowest_kcal_mol": 64.0, "smiles": "N\\C(Cl)=C/C=C\\N=C\\[NH3+]"}

---

[20]
{"formula": "C5H9CsO3", "method": "wB97M-V/def2-TZVPD", "symbols": ["H", "O", "O", "C", "O", "C", "C", "H", "H", "H", "H", "H", "Cs", "C", "C", "H", "H", "H"], "coordinates": [[-1.452, -2.805, -2.227], [1.644, 0.864, 0.857], [2.050, -0.350, -0.890], [1.127, 0.238, -0.269], [-0.092, 0.204, -0.428], [0.787, 1.627, 1.705], [1.635, 2.307, 2.753], [0.242, 2.363, 1.097], [0.042, 0.956, 2.154], [2.396, 2.948, 2.286], [0.997, 2.928, 3.395], [2.146, 1.571, 3.389], [4.890, -0.851, -0.285], [-2.369, -2.193, -2.591], [-3.615, -2.665, -2.535], [-2.097, -1.490, -3.383], [-4.221, -2.764, -3.438], [-4.111, -2.889, -1.588]], "gap_ev": 6.90, "total_charge": 0, "homo_ev": -7.8, "e_above_lowest_kcal_mol": 0.0}